{"formula": "C40H44N2O2P2PtSSi", "method": "ωB97M-V/def2-TZVPD", "e_lumo_ha": -0.026, "charge": 0, "e_tot_ha": -3300.40587, "relative_energy_kcal_mol": 74.1, "elements": ["Pt", "C", "S", "C", "C", "C", "N", "P", "C", "C", "C", "C", "C", "C", "C", "C", "C", "C", "C", "C", "P", "C", "C", "C", "C", "C", "C", "C", "C", "C", "C", "C", "C", "H", "H", "H", "H", "H", "H", "H", "H", "H", "H", "H", "H", "H", "H", "H", "H", "H", "H", "H", "H", "H", "H", "H", "H", "H", "H", "H", "H", "H", "O", "C", "N", "C", "O", "C", "C", "C", "C", "C", "C", "H", "H", "H", "H", "C", "Si", "C", "C", "C", "H", "H", "H", "H", "H", "H", "H", "H", "H", "H", "H"], "positions_angstrom": [[-0.369, 1.889, 0.344], [-2.167, -5.776, -0.841], [-0.581, -6.306, -0.162], [0.276, -4.713, -0.139], [-0.338, -3.705, 0.820], [0.494, -2.441, 1.014], [0.525, -1.535, -0.167], [2.106, -0.704, -0.222], [3.227, -2.127, -0.537], [4.407, -2.111, 0.205], [5.365, -3.103, 0.043], [5.143, -4.136, -0.853], [3.965, -4.172, -1.588], [3.018, -3.174, -1.434], [2.091, 0.083, -1.875], [1.719, -0.525, -3.072], [1.835, 0.149, -4.275], [2.352, 1.439, -4.300], [2.728, 2.055, -3.118], [2.579, 1.387, -1.909], [-0.758, -0.380, -0.295], [-1.270, -0.466, -2.035], [-1.717, 0.700, -2.646], [-2.130, 0.686, -3.972], [-2.101, -0.500, -4.689], [-1.663, -1.672, -4.082], [-1.245, -1.653, -2.762], [-2.199, -1.100, 0.568], [-3.276, -1.683, -0.100], [-4.336, -2.221, 0.615], [-4.331, -2.190, 2.002], [-3.276, -1.592, 2.674], [-2.225, -1.041, 1.960], [-2.754, -6.673, -1.030], [-2.022, -5.250, -1.786], [-2.714, -5.139, -0.148], [0.286, -4.322, -1.159], [1.311, -4.931, 0.128], [-0.484, -4.178, 1.795], [-1.330, -3.434, 0.464], [1.525, -2.737, 1.218], [0.161, -1.914, 1.913], [4.571, -1.309, 0.915], [6.278, -3.071, 0.624], [5.883, -4.917, -0.977], [3.784, -4.983, -2.283], [2.099, -3.226, -2.001], [1.322, -1.529, -3.070], [1.532, -0.335, -5.195], [2.456, 1.964, -5.242], [3.135, 3.057, -3.133], [2.844, 1.877, -0.978], [-1.751, 1.629, -2.082], [-2.470, 1.599, -4.442], [-2.418, -0.514, -5.724], [-1.640, -2.597, -4.644], [-0.882, -2.556, -2.284], [-3.300, -1.715, -1.179], [-5.169, -2.663, 0.084], [-5.157, -2.616, 2.557], [-3.276, -1.540, 3.755], [-1.413, -0.565, 2.489], [-2.442, 1.940, 2.856], [-1.282, 1.821, 3.174], [-0.211, 1.640, 2.313], [1.001, 1.702, 2.984], [2.099, 1.720, 2.483], [0.665, 1.749, 4.445], [1.488, 1.758, 5.551], [0.871, 1.843, 6.797], [-0.514, 1.922, 6.913], [-1.333, 1.916, 5.787], [-0.712, 1.826, 4.559], [2.563, 1.704, 5.445], [1.476, 1.854, 7.695], [-0.957, 1.994, 7.897], [-2.410, 1.983, 5.863], [-0.412, 6.864, 0.360], [-0.501, 5.177, -0.477], [-2.183, 4.994, -1.308], [0.826, 5.081, -1.804], [-0.283, 3.874, 0.851], [-0.479, 7.669, -0.376], [0.526, 6.984, 0.906], [-1.230, 6.991, 1.072], [-2.449, 5.901, -1.857], [-2.963, 4.812, -0.566], [-2.199, 4.165, -2.020], [0.842, 6.001, -2.394], [0.629, 4.252, -2.486], [1.820, 4.937, -1.375], [-1.126, 4.030, 1.540], [0.625, 4.120, 1.415]]}